# 1
{"formula": "C5H8BrNO2", "method": "the ωB97M-V functional and the def2-TZVPD basis", "elements": ["O", "C", "O", "C", "Br", "C", "C", "C", "N", "H", "H", "H", "H", "H", "H", "H", "H"], "positions_angstrom": [[3.34574, 0.70381, -1.03883], [2.66822, 0.94292, -0.06855], [3.10057, 1.30555, 1.11430], [1.10408, 0.74038, 0.00633], [0.38771, 2.70961, 0.95353], [0.41101, -0.34031, 0.89124], [-1.00858, -0.30293, 0.26010], [-0.66981, 0.01165, -1.20404], [0.57554, 0.74159, -1.22916], [2.40633, 1.51962, 1.80923], [0.42836, 0.08887, 1.99899], [0.89958, -1.20020, 0.72813], [-1.38783, -1.23596, 0.27168], [-1.45627, 0.42425, 0.86300], [-0.69771, -0.85813, -1.87265], [-1.57439, 0.60199, -1.73240], [0.51701, 1.59134, -1.72932]], "nbo_charge": [-0.534, 0.751, -0.671, 0.251, -0.364, -0.439, -0.421, -0.228, -0.600, 0.520, 0.242, 0.217, 0.218, 0.235, 0.205, 0.202, 0.417], "molar_mass_g_mol": 194.03, "e_above_lowest_kcal_mol": 16.3, "e_homo_ev": -9.51, "smiles": "O=C(O)[C@]1(Br)CCCN1", "multiplicity": 1, "homo_lumo_gap_ev": 9.37, "e_lumo_ha": -0.0051}

=====

# 2
{"formula": "C5H9NO", "method": "the ωB97M-V functional and the def2-TZVPD basis", "elements": ["C", "C", "C", "N", "C", "C", "O", "H", "H", "H", "H", "H", "H", "H", "H", "H"], "positions_angstrom": [[-2.21761, 0.17139, 0.27339], [-0.95545, 0.37802, -0.59070], [0.40072, 1.15202, -0.33380], [1.07346, -0.15676, -0.29648], [2.22904, -0.61769, 0.43286], [-0.08903, -0.86190, -0.39709], [-0.34247, -2.02536, -0.18789], [-2.09487, 0.32983, 1.34956], [-2.46972, -0.89369, 0.15678], [-3.08039, 0.74032, -0.07949], [-1.27487, 0.56483, -1.61929], [0.73440, 1.75802, -1.18735], [0.54898, 1.73755, 0.58137], [2.03184, -1.66427, 0.68505], [3.15275, -0.56144, -0.15063], [2.35322, -0.05088, 1.36373]], "nbo_charge": [-0.616, -0.320, -0.195, -0.429, -0.422, 0.688, -0.608, 0.213, 0.242, 0.212, 0.225, 0.191, 0.191, 0.234, 0.200, 0.193], "molar_mass_g_mol": 99.13, "e_above_lowest_kcal_mol": 30.0, "e_homo_ev": -9.41, "smiles": "C[C@H]1CN(C)C1=O", "multiplicity": 1, "homo_lumo_gap_ev": 10.32, "e_lumo_ha": 0.0335}

=====

# 3
{"formula": "C4H4Cl2N2", "method": "the ωB97M-V functional and the def2-TZVPD basis", "elements": ["C", "C", "C", "C", "N", "N", "Cl", "Cl", "H", "H", "H", "H"], "positions_angstrom": [[-0.18627, -0.39240, -1.35297], [1.16566, 0.50859, 1.04407], [-0.76175, 0.64437, -0.48826], [-0.34118, 0.38013, 0.99949], [0.88679, -0.91339, -1.12234], [1.82595, -1.45462, -0.88515], [1.94055, -0.35916, 2.19419], [-1.02575, -1.09631, 1.73343], [-0.70399, -0.49895, -2.33676], [-0.26708, 1.51891, -0.68918], [-1.79005, 0.47022, -0.61248], [-0.74287, 1.19261, 1.51596]], "nbo_charge": [-0.246, -0.034, -0.404, -0.377, 0.059, -0.033, 0.138, -0.069, 0.230, 0.234, 0.236, 0.265], "molar_mass_g_mol": 151.00, "e_above_lowest_kcal_mol": 106.5, "e_homo_ev": -8.49, "multiplicity": 1, "homo_lumo_gap_ev": 7.71, "e_lumo_ha": -0.0288}

=====

# 4
{"formula": "C18H19NO2S", "method": "the ωB97M-V functional and the def2-TZVPD basis", "elements": ["C", "O", "C", "C", "S", "C", "C", "C", "C", "C", "C", "C", "O", "N", "C", "C", "C", "C", "C", "C", "C", "C", "H", "H", "H", "H", "H", "H", "H", "H", "H", "H", "H", "H", "H", "H", "H", "H", "H", "H", "H"], "positions_angstrom": [[0.24988, -3.25210, -1.33480], [0.31441, -4.31809, -0.41011], [0.95914, -4.02365, 0.79626], [0.14735, -3.14529, 1.75390], [0.45958, -1.36310, 1.44874], [-1.17331, -0.68683, 1.65687], [-1.94593, -1.01436, 2.76192], [-3.20690, -0.46515, 2.90681], [-3.69677, 0.41810, 1.95892], [-2.92636, 0.74524, 0.85625], [-1.65959, 0.20147, 0.69997], [-0.87617, 0.45494, -0.55741], [-1.13763, -0.14464, -1.58255], [0.10310, 1.38142, -0.44246], [0.39273, 2.10560, 0.79275], [1.45926, 3.15048, 0.42458], [1.81987, 2.79386, -0.98785], [2.78437, 3.33476, -1.80841], [2.92138, 2.83472, -3.09756], [2.10083, 1.81357, -3.54557], [1.12394, 1.26263, -2.72827], [0.99540, 1.76625, -1.44638], [-0.06151, -3.69114, -2.28046], [1.23030, -2.77848, -1.45792], [-0.47733, -2.48911, -1.04533], [1.12125, -4.99595, 1.27230], [1.93840, -3.55403, 0.61228], [0.43054, -3.35886, 2.78458], [-0.91743, -3.32329, 1.61266], [-1.56022, -1.69611, 3.50486], [-3.80604, -0.72672, 3.76610], [-4.68114, 0.84551, 2.07419], [-3.30762, 1.41596, 0.10034], [-0.52104, 2.56441, 1.17960], [0.76961, 1.40460, 1.54429], [2.32323, 3.09562, 1.08723], [1.06210, 4.16661, 0.47613], [3.42213, 4.13141, -1.45495], [3.67405, 3.24681, -3.75272], [2.21998, 1.43480, -4.54960], [0.48335, 0.46927, -3.07423]], "nbo_charge": [-0.258, -0.534, -0.066, -0.544, 0.205, -0.174, -0.224, -0.198, -0.213, -0.198, -0.062, 0.673, -0.603, -0.427, -0.210, -0.431, 0.024, -0.224, -0.222, -0.202, -0.224, 0.130, 0.190, 0.165, 0.190, 0.194, 0.166, 0.218, 0.238, 0.220, 0.217, 0.218, 0.221, 0.211, 0.206, 0.223, 0.218, 0.212, 0.212, 0.214, 0.253], "molar_mass_g_mol": 313.42, "e_above_lowest_kcal_mol": 17.3, "e_homo_ev": -8.18, "smiles": "COCCSc1ccccc1C(=O)N1CCc2ccccc21", "multiplicity": 1, "homo_lumo_gap_ev": 8.77, "e_lumo_ha": 0.0220}

=====

# 5
{"formula": "C7H11N4", "method": "the ωB97M-V functional and the def2-TZVPD basis", "elements": ["C", "C", "C", "C", "C", "C", "C", "N", "N", "N", "N", "H", "H", "H", "H", "H", "H", "H", "H", "H", "H", "H"], "positions_angstrom": [[-0.03010, 1.25770, -3.47941], [-0.28380, 0.65319, -2.24573], [0.66834, 1.09751, -1.35624], [-1.37527, -0.11891, -1.97848], [0.76380, 0.81921, 0.09165], [-1.17889, -0.58281, 0.39236], [0.47244, -0.82937, 2.12232], [0.98064, 2.02035, -3.32097], [-2.36289, -0.56188, -2.47977], [1.44851, 1.96843, -2.02530], [0.22432, -0.49127, 0.57157], [-0.63279, 1.28969, -4.33920], [1.82267, 1.00400, 0.47672], [0.19490, 1.67935, 0.44451], [-1.73330, 0.19939, 0.89219], [-1.64100, -1.51064, 0.65921], [1.37619, -1.38632, 2.28312], [0.32047, 0.13938, 2.67978], [-0.34719, -1.40346, 2.51454], [-3.06901, -1.25121, -2.36230], [2.44616, 2.25783, -1.81291], [0.76642, -1.25199, 0.06180]], "nbo_charge": [0.037, -0.343, 0.220, 0.550, -0.261, -0.513, -0.411, -0.208, -0.572, -0.333, -0.373, 0.245, 0.247, 0.263, 0.204, 0.211, 0.230, 0.235, 0.242, 0.440, 0.449, 0.439], "molar_mass_g_mol": 151.19, "e_above_lowest_kcal_mol": 128.4, "e_homo_ev": -11.61, "multiplicity": 1, "homo_lumo_gap_ev": 8.45, "charge": 1, "e_lumo_ha": -0.1160}

=====

# 6
{"formula": "C3H9N3O2", "method": "the ωB97M-V functional and the def2-TZVPD basis", "elements": ["H", "N", "C", "O", "N", "C", "O", "C", "N", "H", "H", "H", "H", "H", "H", "H", "H"], "positions_angstrom": [[-0.53606, 3.56171, -1.43648], [-0.37248, 2.62027, -1.11814], [-0.65498, 2.20108, 0.05628], [-0.77247, 2.40116, 1.22459], [-0.46340, 0.47925, -0.39823], [0.56585, -0.22520, 0.36280], [1.84791, 0.23007, 0.01997], [0.50645, -1.72457, 0.07355], [-0.85051, -2.20902, 0.32132], [-1.34518, -0.02334, -0.31035], [-0.20209, 1.04060, -1.40870], [0.35667, -0.03127, 1.42661], [1.91535, 1.16567, 0.24303], [1.28300, -2.22092, 0.66836], [0.74764, -1.87466, -0.98106], [-0.98080, -3.13835, -0.05938], [-1.04488, -2.25251, 1.31583]], "nbo_charge": [0.390, -0.935, 0.807, -0.607, -0.768, 0.238, -0.706, -0.240, -0.854, 0.422, 0.484, 0.163, 0.484, 0.186, 0.202, 0.372, 0.361], "molar_mass_g_mol": 119.12, "e_above_lowest_kcal_mol": 70.4, "e_homo_ev": -9.65, "smiles": "[H]/N=C(\\[O-])[NH2+][C@H](O)CN", "multiplicity": 1, "homo_lumo_gap_ev": 10.46, "e_lumo_ha": 0.0299}

=====

# 7
{"formula": "H6NaO3", "method": "the ωB97M-V functional and the def2-TZVPD basis", "elements": ["Na", "O", "H", "H", "O", "H", "H", "O", "H", "H"], "positions_angstrom": [[-0.85110, -0.56416, -0.16224], [-1.10734, -1.03784, -2.55295], [-0.19696, -0.74249, -2.56744], [-1.44442, -0.81922, -3.42175], [1.55060, -0.53698, 0.78088], [1.82591, 0.26238, 1.22974], [1.94395, -1.24571, 1.29001], [-0.75864, 1.21793, 1.78198], [-1.08396, 2.07510, 1.50690], [0.12197, 1.39097, 2.11485]], "nbo_charge": [0.983, -0.978, 0.473, 0.511, -0.978, 0.484, 0.500, -0.967, 0.491, 0.481], "molar_mass_g_mol": 77.03, "e_above_lowest_kcal_mol": 8.9, "e_homo_ev": -16.35, "multiplicity": 1, "homo_lumo_gap_ev": 12.38, "charge": 1, "e_lumo_ha": -0.1461}